(1)
Molecular formula: C25H57Br4N7O7
Method: DFT, ωB97M-V/def2-TZVPD

Values from the calculation:
Relative energy (zero: lowest compared OMol25 entry of this formula, charge and spin)   0.0 kcal per mole
Orbital gap   8.734 eV
Highest occupied orbital energy   -0.3213 Ha
Structure (SMILES)   CN(C)C=O.CN(C)C=O.CN(C)C=O.CN(C)C=O.CN(C)C=O.CN(C)C=O.CN(C)C=O.BrCCBr.BrCCBr

Positions of all 100 atoms, in Å:
C1 7.66460 -10.84462 -18.94433
N1 7.34717 -9.46978 -18.63741
C2 7.21040 -9.14167 -17.23713
C3 7.04077 -8.55982 -19.58562
O1 6.74582 -7.42156 -19.36053
H1 7.81865 -10.96610 -20.01591
H2 6.83635 -11.46830 -18.60620
H3 8.61320 -11.12054 -18.47966
H4 7.13226 -8.06484 -17.10474
H5 6.29449 -9.55676 -16.79913
H6 8.08013 -9.48913 -16.67663
H7 7.11449 -8.99495 -20.59673
C4 3.06505 -11.43082 -14.53735
N2 2.73915 -11.65161 -15.91400
C5 3.74936 -11.49530 -16.87207
C6 1.53132 -12.14919 -16.26065
O2 1.22571 -12.56199 -17.35365
H8 3.55787 -10.46575 -14.39424
H9 3.84310 -12.15293 -14.23500
H10 2.19150 -11.55801 -13.91437
H11 4.38159 -10.60962 -16.76400
H12 4.43914 -12.34802 -16.89455
H13 3.31600 -11.35069 -17.86091
H14 0.80433 -12.05702 -15.43567
C7 4.36113 -12.37379 -23.61806
N3 4.59685 -11.46499 -22.52600
C8 5.30808 -10.24396 -22.83532
C9 4.23970 -11.75648 -21.25598
O3 4.48752 -11.07167 -20.29782
H15 5.32918 -12.70840 -24.02219
H16 3.81229 -11.87422 -24.41705
H17 3.88464 -13.28430 -23.26155
H18 5.54315 -9.73686 -21.90717
H19 6.20716 -10.50712 -23.39282
H20 4.66973 -9.56929 -23.41029
H21 3.62736 -12.66796 -21.14782
C10 -0.27370 -10.96087 -24.26227
N4 -0.48889 -11.64124 -23.00796
C11 0.64140 -12.27053 -22.39630
C12 -1.73807 -12.00735 -22.62275
O4 -1.99355 -12.74589 -21.70013
H22 -0.10011 -11.65603 -25.09012
H23 0.53793 -10.23969 -24.18150
H24 -1.14347 -10.35944 -24.51938
H25 0.43074 -12.57264 -21.37942
H26 0.92180 -13.16188 -22.97825
H27 1.47524 -11.56768 -22.45219
H28 -2.53453 -11.54315 -23.22525
C13 3.50726 -8.35990 -18.72547
N5 2.88326 -7.05883 -18.54830
C14 1.54010 -7.05922 -18.01581
C15 3.63897 -5.93590 -18.51362
O5 3.28490 -4.89880 -18.04882
H29 3.87948 -8.73097 -17.76021
H30 4.36270 -8.29306 -19.38976
H31 2.80705 -9.09806 -19.11125
H32 1.18306 -6.05984 -17.79807
H33 0.84704 -7.56976 -18.68873
H34 1.49726 -7.60339 -17.05422
H35 4.62310 -6.06467 -18.98319
C16 4.83762 -6.80817 -27.77437
N6 3.71209 -7.70971 -27.67768
C17 3.97361 -9.07782 -27.30187
C18 2.45400 -7.24713 -27.82594
O6 1.45141 -7.92558 -27.81878
H36 5.68585 -7.16360 -27.18046
H37 4.64224 -5.78644 -27.44993
H38 5.22137 -6.76338 -28.80539
H39 3.07264 -9.65595 -27.49263
H40 4.81652 -9.47104 -27.86937
H41 4.24389 -9.14202 -26.24235
H42 2.42759 -6.15363 -27.94661
C19 6.94284 -14.35496 -26.23207
N7 6.54161 -13.04319 -26.63524
C20 5.27308 -12.96694 -27.35913
C21 7.23446 -11.94316 -26.26716
O7 6.97492 -10.82274 -26.59328
H43 7.92332 -14.36265 -25.76607
H44 6.95069 -15.04536 -27.07771
H45 6.20550 -14.75680 -25.52174
H46 4.44754 -13.38334 -26.77322
H47 5.04976 -11.94953 -27.65542
H48 5.34076 -13.54967 -28.28716
H49 8.11470 -12.17534 -25.65047
Br1 3.05187 -15.52203 -21.12560
C22 3.28651 -14.84596 -19.32118
C23 3.52674 -16.04533 -18.42329
Br2 3.73806 -15.39804 -16.59451
H50 2.37769 -14.34939 -18.99775
H51 4.16111 -14.20682 -19.29203
H52 4.34714 -16.68887 -18.72114
H53 2.64590 -16.67360 -18.33217
Br3 10.68366 -8.62207 -25.88908
C24 9.02441 -7.62058 -25.85140
C25 8.22612 -8.08514 -24.66568
Br4 6.55944 -7.10014 -24.62935
H54 8.49391 -7.84122 -26.77004
H55 9.25806 -6.56569 -25.79228
H56 8.74503 -7.90797 -23.72919
H57 8.02275 -9.14906 -24.74193

Results of the Mulliken charge analysis, in e, for atoms 1 through 2:
1 C -0.81
2 N 0.16


(2)
Molecular formula: C25H57F9IO6PS
Method: DFT, ωB97M-V/def2-TZVPD

Values from the calculation:
Relative energy (zero: lowest compared OMol25 entry of this formula, charge and spin)   126.6 kcal per mole
Orbital gap   6.192 eV
Highest occupied orbital energy   -0.3219 Ha
Structure (SMILES)   CC[C@H](I)[PH2](CCC(F)(F)C(F)(F)S(F)(F)(F)(F)F)C[C@@H]1CO1.CC(C)O.CC(C)O.CC(C)O.CC(C)O.CC(C)O

Positions of all 100 atoms, in Å:
C1 0.16802 6.28660 4.56557
C2 0.08209 5.04076 5.62776
C3 -0.69342 3.73131 4.94441
I1 0.31511 3.46173 2.97149
P1 -2.51925 4.21254 4.59416
C4 -3.21468 2.57082 5.30045
C5 -2.72079 1.22886 4.50025
C6 -3.89543 0.58225 3.49865
F1 -4.54566 -0.48097 4.35728
F2 -4.99047 1.54199 3.19714
C7 -3.28218 -0.21340 2.21381
F3 -4.21948 -1.31642 1.87075
F4 -1.98963 -0.88760 2.60921
S1 -2.93395 0.78692 0.68739
F5 -1.22204 0.48387 0.88104
F6 -2.70383 2.26177 1.51708
F7 -4.58086 1.08492 0.32878
F8 -3.01067 -0.70626 -0.22048
F9 -2.53002 1.60936 -0.76775
C8 -4.27498 4.90125 4.28032
C9 -4.02491 6.40279 3.35119
C10 -3.10302 7.60782 4.19528
O1 -4.72401 7.67694 3.92669
H1 1.19017 6.27415 3.95173
H2 -0.68428 6.27668 3.73673
H3 0.10820 7.35072 5.08894
H4 1.19236 4.68503 5.84050
H5 -0.37839 5.31468 6.67358
H6 -0.57668 2.78517 5.63749
H7 -2.33876 5.29830 5.56724
H8 -2.20242 4.34861 3.17917
H9 -4.37590 2.69537 5.39898
H10 -2.80386 2.49571 6.41887
H11 -2.48970 0.40735 5.33431
H12 -1.71258 1.35309 3.90161
H13 -4.92680 4.21667 3.58475
H14 -4.83159 5.24800 5.25438
H15 -3.84635 6.29584 2.11403
H16 -2.83243 8.60718 3.64111
H17 -2.84892 7.43592 5.33895
C11 4.63182 2.13502 1.80014
C12 3.84542 3.18092 1.02616
C13 4.64491 3.71683 -0.15069
O2 3.50751 4.25756 1.89688
H18 5.55411 2.56195 2.20984
H19 4.04890 1.76719 2.65141
H20 4.89364 1.28556 1.16161
H21 2.90764 2.74425 0.66576
H22 5.56777 4.19989 0.18982
H23 4.07140 4.47747 -0.69113
H24 4.90715 2.91482 -0.84774
H25 4.33413 4.65142 2.22179
C14 6.34533 -2.34713 1.39688
C15 4.95237 -2.05632 0.86164
C16 4.46622 -3.16969 -0.05239
O3 4.97085 -0.82726 0.14012
H26 7.07051 -2.42731 0.57932
H27 6.68728 -1.53166 2.04329
H28 6.36117 -3.27907 1.97054
H29 4.25468 -1.93519 1.69743
H30 5.12482 -3.27909 -0.92144
H31 3.46767 -2.94106 -0.43993
H32 4.42571 -4.12632 0.47778
H33 5.58777 -0.92546 -0.60403
C17 -0.64612 -2.37262 -3.47928
C18 -1.88744 -2.05613 -4.29803
C19 -1.88245 -0.61324 -4.77700
O4 -3.04831 -2.28595 -3.50363
H34 -0.59444 -1.74069 -2.58557
H35 -0.66921 -3.41082 -3.13088
H36 0.26416 -2.22071 -4.06765
H37 -1.94158 -2.72993 -5.16003
H38 -1.87459 0.08118 -3.92925
H39 -2.78751 -0.39624 -5.35434
H40 -1.00925 -0.40853 -5.40429
H41 -3.00886 -1.69190 -2.73582
C20 4.01004 -4.36015 -5.77891
C21 3.58489 -4.80455 -4.38854
C22 2.19177 -5.41313 -4.40299
O5 3.60123 -3.68323 -3.50883
H42 3.33173 -3.59345 -6.16983
H43 5.00953 -3.91292 -5.75122
H44 4.02285 -5.20363 -6.47623
H45 4.30210 -5.53599 -4.00046
H46 1.44890 -4.68374 -4.74516
H47 1.89407 -5.71707 -3.39376
H48 2.15003 -6.28819 -5.05904
H49 2.96726 -3.02848 -3.84554
C23 -4.14107 -6.47501 -5.82148
C24 -2.67621 -6.26955 -5.47026
C25 -2.51429 -5.74857 -4.05120
O6 -2.09756 -5.34052 -6.38326
H50 -4.69408 -5.53076 -5.76397
H51 -4.24304 -6.83841 -6.84973
H52 -4.61133 -7.19692 -5.14652
H53 -2.13533 -7.21594 -5.57889
H54 -3.00966 -4.77847 -3.93086
H55 -1.45576 -5.59368 -3.81652
H56 -2.93576 -6.44867 -3.32313
H57 -2.57153 -4.49711 -6.29381

Results of the Mulliken charge analysis, in e, for atoms 1 through 2:
1 C -0.70
2 C -0.48


| no. | LUMO level (Eh) |
| --- | --- |
| 1 | -0.0004 |
| 2 | -0.0944 |